Here is a gas-phase ion, C4H2NO3 (charge -1) from the Open Molecules 2025 dataset. Energies are from ωB97M-V with the def2-TZVPD basis set.

The geometry in XYZ format:
```
10
Properties=species:S:1:pos:R:3:forces:R:3:lowdin_charge:R:1
O -2.771 1.063 -0.492 0.359 1.057 -0.088 -0.02
C -2.161 0.159 0.048 0.744 -3.157 -0.257 -0.68
O -2.576 -0.917 0.564 0.371 1.047 -0.041 -0.08
C -0.531 0.068 0.011 -0.007 2.184 0.331 -0.18
N 0.245 0.635 0.931 -1.148 -1.729 -0.348 0.09
C 1.526 0.216 0.662 -3.875 -1.846 -5.951 -0.13
C 1.489 -0.433 -0.584 -0.135 1.120 2.296 -0.13
O 0.202 -0.539 -1.020 -0.637 0.774 1.937 0.03
H 2.343 0.412 1.171 3.584 1.143 2.601 0.03
H 2.233 -0.666 -1.291 0.744 -0.593 -0.480 0.08
```
Forces are in eV/Å.

Values from the calculation:
SMILES: O=C([O-])c1ncco1
HOMO energy: -4.3 eV
Total charge: -1
Spin multiplicity: 1
Energy above the lowest of the compared OMol25 structures with the same formula, charge and spin: 0.839 eV
Total energy: -434.1338 Eh